Version A
Computed, not measured: a single C6H11N molecule, with ωB97M-V with the def2-TZVPD basis set.

Last column: Löwdin charge in e.
Atoms and positions in Å:
C -2.13 0.54 -0.64  -0.119
C -1.38 -0.69 -0.06  -0.244
C 0.13 -0.77 -0.35  -0.190
C 1.02 -0.03 0.67  -0.377
C 2.48 0.02 0.25  -0.069
C 0.42 1.30 0.84  -0.176
N -0.35 2.15 0.76  0.162
H -1.93 1.54 -0.18  0.033
H -1.97 0.60 -1.73  0.074
H -3.18 0.34 -0.48  0.059
H -1.55 -0.71 1.02  0.106
H -1.81 -1.65 -0.42  0.105
H 0.48 -1.81 -0.36  0.115
H 0.34 -0.36 -1.35  0.122
H 0.92 -0.54 1.64  0.147
H 2.86 -1.00 0.13  0.083
H 2.58 0.54 -0.71  0.089
H 3.07 0.54 1.00  0.082

Values from the calculation:
HOMO-LUMO gap, Ha: 0.4255
Net charge: 0

=====

Version B
Computed, not measured: a single C6H11N molecule, with ωB97M-V with the def2-TZVPD basis set.

Last column: Löwdin charge in e.
Atoms and positions in Å:
C -2.38 -1.26 2.41  -0.018
C -1.56 -0.86 1.42  -0.239
N -1.22 0.46 1.17  -0.059
C -0.72 0.82 -0.12  -0.235
C 0.71 0.36 -0.41  -0.125
C 1.25 0.24 -1.62  -0.177
C 2.74 0.23 -1.86  -0.113
H -2.88 -0.64 3.14  0.042
H -2.62 -2.32 2.36  0.035
H -0.91 -1.58 0.95  0.111
H -1.87 1.14 1.54  0.122
H -1.25 0.44 -1.01  0.114
H -0.75 1.91 -0.24  0.119
H 1.42 0.45 0.42  0.111
H 0.62 -0.13 -2.43  0.101
H 2.97 0.21 -2.92  0.061
H 3.27 1.12 -1.50  0.073
H 3.18 -0.58 -1.29  0.077

Values from the calculation:
HOMO-LUMO gap, Ha: 0.3342
Net charge: 0

=====

Which structure loses on stability? version B does.

=====

Version A
Computed, not measured: a single C4H7ClN2 molecule, with ωB97M-V with the def2-TZVPD basis set.

Last column: Löwdin charge in e.
Atoms and positions in Å:
C -1.63 -0.08 -0.33  0.068
C -0.28 -0.07 -0.50  -0.291
C 0.34 -0.52 -1.79  -0.084
C 0.48 0.22 0.75  -0.526
N -0.14 0.45 1.88  0.117
N 1.77 -0.02 0.56  -0.402
Cl 2.72 0.07 1.97  0.557
H -2.21 -0.24 -1.25  0.084
H -2.05 0.33 0.51  0.019
H 0.11 -1.58 -2.04  0.082
H 1.50 -0.48 -1.69  0.091
H -0.03 0.17 -2.65  0.107
H -1.02 0.85 1.92  0.059
H 0.44 0.90 2.67  0.120

Values from the calculation:
HOMO-LUMO gap, Ha: 0.3535
Net charge: 0

=====

Version B
Computed, not measured: a 2-piece molecular cluster, C4H7ClN2 overall, with ωB97M-V with the def2-TZVPD basis set.

Last column: Löwdin charge in e.
Atoms and positions in Å:
C -0.79 -0.26 -1.71  -0.124
C -0.49 -0.26 -0.26  -0.206
C 0.36 0.59 0.29  -0.783
C 0.72 0.67 1.78  -0.136
Cl 1.16 1.88 -0.56  0.658
H -0.05 -0.53 -2.45  0.074
H -1.01 0.72 -2.04  0.050
H -1.70 -0.67 -1.92  0.038
H -1.01 -1.00 0.41  0.133
H 0.18 1.45 2.19  0.047
H 1.75 0.86 1.92  0.036
H 0.57 -0.30 2.30  0.096
N 2.70 -0.88 -1.27  0.070
N 2.38 -0.95 -0.22  0.047

Values from the calculation:
HOMO-LUMO gap, Ha: 0.3763
Net charge: 0

=====

Version C
Computed, not measured: a 2-piece molecular cluster, C4H7ClN2 overall, with ωB97M-V with the def2-TZVPD basis set.

Last column: Löwdin charge in e.
Atoms and positions in Å:
H -0.98 1.86 -0.83  0.064
N -0.07 1.67 -1.25  0.179
C 0.67 1.00 -0.46  -0.409
C 1.93 0.57 -0.91  -0.175
N 2.84 0.12 -1.43  0.192
C 0.25 0.57 0.94  -0.175
C 0.53 -0.98 1.05  -0.078
H -0.78 0.84 1.14  0.098
H 0.92 1.16 1.68  0.149
H 0.59 -1.20 2.06  0.036
H 1.52 -1.10 0.58  0.047
H -0.27 -1.65 0.55  0.114
Cl 4.88 -1.00 0.90  0.331
H 4.49 -0.56 -0.16  -0.374

Values from the calculation:
HOMO-LUMO gap, Ha: 0.4014
Net charge: 0

=====

Version D
Computed, not measured: C4H7ClN2 as an isolated structure, with ωB97M-V with the def2-TZVPD basis set.

Last column: Löwdin charge in e.
Atoms and positions in Å:
C -0.48 -0.54 0.29  -0.111
C 0.95 -0.29 -0.05  -0.909
C -2.30 1.78 -0.37  0.073
C 1.98 -1.26 0.49  -0.093
N -0.74 -0.83 -0.99  0.030
N 0.47 -0.56 -1.43  0.067
Cl 1.49 1.40 0.18  0.642
H -1.09 -0.61 1.17  0.103
H -2.20 2.20 0.60  -0.016
H -3.09 1.09 -0.59  -0.015
H -1.65 2.10 -1.16  -0.015
H 1.64 -2.28 0.31  0.086
H 2.10 -1.10 1.56  0.080
H 2.93 -1.11 -0.01  0.079

Values from the calculation:
HOMO-LUMO gap (alpha / beta), Ha: 0.3572 / 0.2846
Net charge: 0

=====

Which structure loses on stability? version D does.

=====

Version A
Computed, not measured: a 3-piece molecular cluster, C4H7ClN2 overall, with ωB97M-V with the def2-TZVPD basis set.

Last column: Löwdin charge in e.
Atoms and positions in Å:
C -0.49 -0.73 -1.30  -0.014
C -0.50 -0.11 -0.17  -0.212
C -0.13 0.27 1.02  -0.055
H -1.05 -1.60 -1.32  0.043
H 0.04 -0.46 -2.14  0.052
H 0.59 -0.43 1.48  0.071
H -0.28 1.21 1.47  0.049
N 2.69 -0.36 0.11  0.160
C 2.18 -1.33 -0.36  -0.468
N 1.89 -2.43 -0.74  0.155
H 2.19 0.35 0.62  0.043
H 1.73 -2.85 -1.68  0.104
Cl -3.08 -1.69 1.33  0.188
H -2.02 -1.84 2.27  -0.116

Values from the calculation:
HOMO-LUMO gap, Ha: 0.3611
Net charge: 0

=====

Version B
Computed, not measured: a single C4H7ClN2 molecule, with ωB97M-V with the def2-TZVPD basis set.

Last column: Löwdin charge in e.
Atoms and positions in Å:
C -1.04 1.79 -0.28  0.061
C -0.67 0.54 0.02  -0.395
C 0.70 0.13 -0.26  -0.170
N 1.22 -0.92 0.22  -0.059
N 2.49 -1.18 0.00  -0.019
C -1.58 -0.42 0.72  -0.562
Cl -2.04 -1.74 -0.39  0.554
H -2.01 2.14 -0.03  0.050
H -0.49 2.52 -0.86  0.072
H 1.26 0.76 -0.89  0.102
H 2.99 -0.67 -0.80  0.117
H 2.66 -2.17 -0.12  0.086
H -2.49 0.08 1.12  0.087
H -1.00 -0.85 1.55  0.074

Values from the calculation:
HOMO-LUMO gap, Ha: 0.3451
Net charge: 0

=====

Which structure loses on stability? version A does.

=====

Version A
Computed, not measured: a 2-piece molecular cluster, C3H9NO3 overall, with ωB97M-V with the def2-TZVPD basis set.

Last column: Löwdin charge in e.
Atoms and positions in Å:
C -0.44 -0.96 -1.03  0.005
C -1.62 -0.08 -0.66  -0.523
O -2.73 -0.22 -1.11  0.053
N -1.33 0.96 0.18  0.076
C -0.03 1.26 0.69  -0.257
O 0.83 1.76 -0.34  -0.046
H 0.07 -1.34 -0.15  0.052
H 0.27 -0.42 -1.66  0.089
H -0.74 -1.75 -1.71  0.085
H -2.13 1.46 0.55  0.144
H 0.51 0.37 1.02  0.096
H 0.02 1.92 1.55  0.128
H 0.58 2.64 -0.57  0.075
O 2.17 -1.57 1.33  -0.039
H 2.95 -1.70 0.80  0.031
H 1.62 -2.33 1.12  0.032

Values from the calculation:
HOMO-LUMO gap, Ha: 0.3803
Net charge: 0

=====

Version B
Computed, not measured: a 2-piece molecular cluster, C3H9NO3 overall, with ωB97M-V with the def2-TZVPD basis set.

Last column: Löwdin charge in e.
Atoms and positions in Å:
C -2.52 -1.20 0.12  -0.083
C -1.32 -0.33 -0.25  -0.243
N -0.48 -0.03 0.91  0.068
C 0.87 0.12 0.68  -0.579
O 1.40 0.14 -0.41  0.076
O 1.56 0.26 1.85  0.116
H -3.10 -1.33 -0.79  0.076
H -3.18 -0.63 0.77  0.070
H -2.23 -2.10 0.66  0.075
H -1.73 0.61 -0.61  0.112
H -0.72 -0.68 -1.09  0.111
H -0.62 -0.67 1.68  0.138
H 2.39 0.68 1.58  0.126
O 3.51 1.87 -1.48  -0.076
H 3.40 1.94 -2.44  0.035
H 2.77 1.35 -1.15  -0.022

Values from the calculation:
HOMO-LUMO gap, Ha: 0.4069
Net charge: 0

=====

Which structure loses on stability? version A does.